# 1
This record from the Open Molecules 2025 dataset describes a 14-piece molecular cluster, C54H130N14O10 overall in a non-equilibrium geometry. The level of theory is wB97M-V/def2-TZVPD.

XYZ file:
```
208
Properties=species:S:1:pos:R:3:mulliken_charge:R:1
C 1.6212 -4.7338 0.6700 -1.33
C 0.2827 -5.4994 0.7679 0.41
N 0.1477 -6.7826 0.0563 0.07
C -1.0935 -7.4135 0.5085 -0.08
C -0.9721 -7.8054 2.0070 -1.46
C 0.2668 -6.6405 -1.3938 -0.78
C -0.8831 -5.8999 -2.0394 -0.66
H 1.6774 -4.0132 1.4859 0.62
H 1.5719 -4.1617 -0.2565 -0.24
H 2.4454 -5.4469 0.6818 0.33
H 0.2656 -5.6908 1.8408 0.48
H -0.5246 -4.7843 0.6096 -0.48
H -1.9615 -6.7624 0.4050 0.01
H -1.2251 -8.3180 -0.0854 0.54
H -1.6830 -8.6014 2.2287 0.40
H 0.0479 -8.0679 2.2877 0.42
H -1.1728 -6.9931 2.7055 0.29
H 0.3369 -7.6253 -1.8557 0.31
H 1.2281 -6.1471 -1.5369 0.40
H -0.7371 -5.7923 -3.1142 0.44
H -1.1839 -4.9365 -1.6279 -0.16
H -1.7675 -6.4906 -1.8009 0.39
C 6.4618 2.7805 6.2343 -1.41
C 4.9469 3.0398 6.0907 -0.21
N 4.1651 1.8245 5.7347 -0.03
C 2.7450 2.1627 5.6581 0.18
C 2.0594 2.6198 7.0238 -1.45
C 4.6997 1.2270 4.4296 -0.53
C 3.8304 0.0362 3.9893 -0.41
H 7.0207 3.6294 6.6282 0.43
H 6.9138 2.6061 5.2579 0.30
H 6.7168 1.9796 6.9283 0.35
H 4.5560 3.5020 6.9971 0.43
H 4.9572 3.8262 5.3360 0.18
H 2.5823 2.7685 4.7667 0.27
H 2.1864 1.2557 5.4274 -0.30
H 2.2637 3.6486 7.3202 0.42
H 0.9854 2.5622 6.8467 0.37
H 2.4327 1.9046 7.7568 0.37
H 5.6878 0.7856 4.5597 0.36
H 4.7605 1.9689 3.6334 0.43
H 3.5518 -0.6144 4.8183 0.35
H 4.2230 -0.5872 3.1859 0.40
H 2.9528 0.5448 3.5904 -0.48
C -2.4047 -3.1945 2.2059 -1.45
C -3.1978 -3.9972 1.1449 0.14
N -4.5453 -3.4863 0.8667 0.14
C -4.7211 -2.0447 0.5353 -1.15
C -4.1230 -1.7128 -0.8172 -0.32
C -5.3061 -4.4503 0.0485 -0.31
C -6.7901 -4.2209 0.0740 -1.52
H -1.5870 -3.8101 2.5808 0.50
H -3.0221 -2.9610 3.0733 0.45
H -1.9901 -2.2734 1.7963 0.05
H -2.6348 -3.9368 0.2135 -0.19
H -3.2229 -5.0246 1.5079 0.47
H -5.7832 -1.8017 0.5687 0.48
H -4.3718 -1.3903 1.3340 0.12
H -4.5258 -2.3155 -1.6312 0.30
H -4.1560 -0.6519 -1.0655 0.38
H -3.0505 -1.9070 -0.8259 0.05
H -5.1250 -5.4518 0.4387 0.47
H -4.9239 -4.5063 -0.9708 0.27
H -7.2592 -5.1802 -0.1449 0.47
H -7.0418 -3.5407 -0.7396 0.29
H -7.1288 -3.9247 1.0669 0.33
C -3.1145 4.1258 -5.8526 -1.28
C -3.1927 2.6203 -6.0064 -0.26
N -4.3055 2.1446 -5.2103 0.17
C -4.5705 0.7762 -5.6851 -0.52
C -5.8718 0.2560 -4.9850 -1.25
C -3.9773 2.2924 -3.7275 -1.36
C -2.9298 1.3844 -3.1980 0.99
H -2.6002 4.6169 -6.6787 0.46
H -2.5886 4.3860 -4.9340 0.03
H -4.0750 4.6407 -5.8334 0.34
H -3.3646 2.5425 -7.0799 0.45
H -2.2072 2.2088 -5.7882 0.19
H -3.7310 0.0964 -5.5399 0.24
H -4.7397 0.9117 -6.7533 0.62
H -6.0434 -0.7365 -5.4018 0.46
H -6.6982 0.9495 -5.1404 0.35
H -5.7180 0.1461 -3.9115 0.12
H -3.8441 3.3500 -3.4997 0.08
H -4.8592 2.0629 -3.1295 0.36
H -2.0331 1.4472 -3.8145 -0.33
H -2.7468 1.5230 -2.1325 0.39
H -3.2644 0.3764 -3.4432 -0.17
C -2.2492 -2.4073 -6.0100 0.32
O -2.1524 -2.7994 -7.1843 -0.69
N -1.2116 -2.3950 -5.1393 0.29
C -1.3855 -1.9708 -3.7548 0.16
C 0.1474 -2.8576 -5.4401 -0.74
H -3.1570 -1.9577 -5.5789 0.27
H -1.0065 -2.6834 -3.0222 -0.26
H -2.4283 -1.8452 -3.4635 0.07
H -0.8783 -1.0233 -3.5730 -0.17
H 0.3918 -3.5565 -4.6401 0.22
H 0.1342 -3.3341 -6.4203 0.38
H 0.9400 -2.1167 -5.5443 0.15
C -1.9252 4.5712 -1.7552 -0.21
O -0.9259 3.9496 -1.4734 -0.22
N -3.0258 4.7096 -0.9721 0.45
C -4.1135 5.6011 -1.3229 -1.00
C -3.1012 4.1239 0.3655 -0.78
H -2.1074 5.1945 -2.6443 0.15
H -4.9526 5.0436 -1.7392 0.32
H -3.7718 6.3847 -1.9992 0.33
H -4.5209 6.0904 -0.4382 0.34
H -2.2985 3.3868 0.3880 -0.29
H -2.8828 4.7944 1.1966 0.52
H -4.0335 3.5853 0.5359 0.41
C -0.3747 6.6886 3.3369 0.01
O -1.5392 6.2271 3.4654 -0.56
N 0.6471 6.0166 2.7129 0.37
C 1.9205 6.6749 2.2877 -0.77
C 0.4994 4.6759 2.1598 0.36
H -0.1311 7.7321 3.5898 0.30
H 2.6970 6.0333 2.7044 0.19
H 1.9543 7.6401 2.7929 0.31
H 2.1672 6.7398 1.2280 0.30
H 1.2965 4.0346 2.5362 -0.03
H -0.4772 4.2380 2.3660 -0.79
H 0.4732 4.6801 1.0701 0.25
C 3.8420 4.7204 -1.5135 0.04
O 3.4563 5.7033 -0.8852 -0.58
N 3.8459 3.4640 -1.0181 0.17
C 4.2230 2.3376 -1.9438 -1.03
C 3.3759 3.1217 0.2856 -0.36
H 4.1794 4.7571 -2.5609 0.35
H 4.7795 2.6105 -2.8404 0.41
H 3.4111 1.7485 -2.3703 0.26
H 4.8402 1.6986 -1.3123 0.30
H 3.4833 4.0558 0.8369 0.23
H 2.3300 2.8809 0.0953 -0.07
H 3.9282 2.3680 0.8469 0.19
C 0.7329 -1.9574 4.3792 -0.28
O 0.4191 -1.8102 3.1924 -0.27
N 0.1343 -1.2935 5.3713 0.52
C 0.5267 -1.4317 6.8038 -0.98
C -0.9739 -0.4075 5.0539 -0.90
H 1.5642 -2.5637 4.7712 0.32
H 0.6061 -0.5199 7.3956 0.30
H 1.4149 -2.0459 6.9517 0.32
H -0.2978 -1.9396 7.3042 0.41
H -1.4775 -0.5895 4.1045 0.04
H -1.7145 -0.4398 5.8530 0.42
H -0.6054 0.6164 4.9901 0.25
C -2.3898 2.8460 4.0252 0.87
O -2.2285 1.8139 3.3944 -0.44
N -3.1275 2.9020 5.1556 0.21
C -3.2150 4.1714 5.8631 -0.86
C -3.9339 1.7927 5.5597 -0.97
H -1.8964 3.8043 3.8007 -0.50
H -2.8933 4.1248 6.9035 0.29
H -4.2511 4.4990 5.9486 0.31
H -2.7245 4.9479 5.2761 0.23
H -3.6231 1.3409 6.5017 0.32
H -4.9994 2.0223 5.5508 0.35
H -3.7813 1.0571 4.7700 0.20
C 3.4218 -4.2028 -3.7751 -0.08
O 2.4845 -4.8606 -3.2813 -0.46
N 3.4547 -2.8623 -3.8005 0.71
C 4.4969 -2.1109 -4.4340 -0.93
C 2.4462 -2.0700 -3.0717 0.99
H 4.3811 -4.5202 -4.2122 0.19
H 4.6625 -1.2607 -3.7724 0.20
H 3.9915 -1.6994 -5.3077 0.33
H 5.3830 -2.6867 -4.7009 0.36
H 1.6519 -1.7179 -3.7299 -0.71
H 2.0013 -2.5813 -2.2180 -0.93
H 3.0272 -1.2986 -2.5663 0.22
C 0.2340 0.8151 -0.9652 -0.29
O 0.6396 0.3514 -2.0393 0.01
N 0.7143 0.4673 0.2506 1.55
C 0.1112 1.1000 1.4400 0.52
C 1.7380 -0.5243 0.5120 0.56
H -0.4660 1.6596 -0.8705 -0.28
H -0.4171 0.2431 1.8580 -0.10
H -0.5047 1.9744 1.2297 -0.50
H 0.7312 1.3133 2.3108 -0.34
H 2.1862 -0.8174 -0.4373 -0.71
H 2.5386 -0.1387 1.1432 -0.15
H 1.3199 -1.4313 0.9486 -0.04
C 1.3650 1.0109 -5.3262 0.08
O 1.7664 0.4399 -6.3248 -0.71
N 1.0678 2.3280 -5.3667 0.13
C 0.6508 3.0778 -4.1618 -1.02
C 1.0244 3.1785 -6.5900 -0.92
H 1.2779 0.4990 -4.3553 0.52
H 1.5506 3.5940 -3.8270 0.53
H 0.2538 2.4984 -3.3283 -0.19
H -0.0795 3.8508 -4.4010 0.40
H 1.4668 2.7060 -7.4670 0.34
H 0.0421 3.5782 -6.8418 0.17
H 1.7027 4.0037 -6.3730 0.38
C 5.6758 -1.7012 -0.0160 -0.15
O 4.5702 -1.0936 -0.1714 -0.36
N 5.6918 -3.0538 -0.1300 0.35
C 6.9453 -3.8551 -0.0470 -0.91
C 4.4546 -3.8299 -0.2531 -0.88
H 6.7070 -1.3391 0.1168 0.28
H 6.9939 -4.4454 -0.9620 0.34
H 6.8731 -4.6536 0.6914 0.33
H 7.8794 -3.3027 0.0549 0.28
H 3.6270 -3.2432 -0.6518 -0.19
H 4.4916 -4.6659 -0.9516 0.46
H 4.1949 -4.2019 0.7380 0.59
```

The calculation puts the total energy at -99439.461 eV. The value obtained for the HOMO energy is -0.2853 hartree. The calculation puts the energy above the lowest of the compared OMol25 structures with the same formula, charge and spin at 97.2 kcal/mol. For the orbital gap, the calculation gives 0.2979 Eh. Its largest force on an atom is 0.0715 hartree/bohr.

***

# 2
This record from the Open Molecules 2025 dataset describes C54H134BeN8O18 as an isolated structure in a non-equilibrium geometry. The level of theory is wB97M-V/def2-TZVPD.

XYZ file:
```
215
Properties=species:S:1:pos:R:3:mulliken_charge:R:1
Be 0.4417 3.5985 0.8493 0.80
C -0.6792 -0.1675 -2.1941 0.80
C -0.8352 0.4660 -0.8154 1.38
C -0.1788 -0.4721 0.1691 0.45
O -0.4361 1.7995 -0.7053 0.79
H 0.3390 -0.0975 -2.5770 -0.29
H -1.3005 0.3668 -2.9128 -0.86
H -0.9092 -1.2327 -2.2168 -0.24
H -1.8531 0.3783 -0.4357 -0.70
H 0.8315 -0.8225 -0.0419 -0.95
H -0.8172 -1.3553 0.1886 0.02
H -0.2483 -0.1102 1.1950 -0.17
C 3.5136 1.5240 4.1383 -1.79
C 3.0280 1.2919 2.7308 0.32
C 2.8177 -0.1896 2.5084 -0.25
O 2.0666 2.2307 2.3429 -0.69
H 4.0478 2.4593 4.3057 0.29
H 4.2133 0.7719 4.5028 0.50
H 2.6504 1.4739 4.8020 0.34
H 3.9952 1.5391 2.2932 0.02
H 3.6748 -0.8002 2.7923 0.34
H 2.6915 -0.3363 1.4357 -0.54
H 1.8857 -0.4330 3.0186 0.39
C -1.2183 -3.5634 2.5246 -0.33
O 0.1189 -3.9683 2.9017 -0.50
C 1.2458 -3.6402 2.1022 0.21
C 2.5798 -4.1778 2.7324 0.08
N 2.7559 -5.6408 2.5724 -0.23
C 3.8007 -6.1930 3.3703 -0.43
C 3.5346 -6.2296 4.9218 -0.62
O 2.6215 -7.2109 5.3630 -0.35
C 2.8752 -8.5763 4.9656 -0.75
H -1.5365 -3.8895 1.5344 0.08
H -1.4520 -2.5042 2.6326 0.04
H -1.9290 -4.0246 3.2104 0.38
H 1.2681 -2.5579 1.9747 -0.25
H 1.0827 -4.0111 1.0904 0.19
H 2.6932 -3.8224 3.7566 0.43
H 3.3688 -3.6824 2.1666 -0.34
H 1.8480 -5.9935 2.8395 0.33
H 4.7158 -5.6380 3.1638 -0.07
H 4.0728 -7.2181 3.1189 0.47
H 3.2945 -5.2445 5.3219 0.32
H 4.4893 -6.5264 5.3561 0.44
H 2.9142 -8.8234 3.9047 0.30
H 2.1128 -9.2234 5.3992 0.28
H 3.7873 -8.9614 5.4216 0.33
C 3.3253 1.7363 -1.0124 -0.31
O 2.4262 2.7881 -0.8365 0.01
C 2.1377 3.4038 -2.1066 -0.11
C 1.4358 4.7709 -1.9131 -1.18
N 0.0083 4.5793 -1.5338 1.88
C -0.7689 5.8514 -1.4854 -0.58
C -0.2370 6.8327 -0.3228 -1.07
O -0.2484 6.0833 0.8753 0.29
C -0.2415 6.9001 2.0431 -0.64
H 2.7058 1.0129 -1.5425 -0.05
H 3.5681 1.2955 -0.0455 -0.27
H 4.2682 1.9832 -1.5002 0.45
H 1.5529 2.7381 -2.7413 -0.39
H 3.0193 3.5384 -2.7334 0.69
H 1.4395 5.2373 -2.8983 0.35
H 2.0811 5.3528 -1.2550 0.34
H -0.4515 3.9843 -2.2082 -1.62
H -1.8248 5.6963 -1.2639 0.16
H -0.7686 6.4781 -2.3773 0.40
H -0.9108 7.6866 -0.2525 0.56
H 0.7104 7.2677 -0.6409 0.38
H -0.3013 6.2076 2.8827 -0.26
H -1.1221 7.5423 2.0356 0.46
H 0.6489 7.4957 2.2446 0.25
C -3.8254 -2.5259 -3.6990 -0.22
O -4.2233 -3.2473 -2.4611 -0.47
C -3.3199 -3.1944 -1.3690 -0.23
C -2.1396 -4.1044 -1.5643 0.92
N -2.5375 -5.5355 -1.6231 -0.40
C -1.6520 -6.2782 -2.4627 -0.20
C -2.1230 -7.7773 -2.6559 -0.78
O -3.3835 -7.8377 -3.3223 -0.30
C -3.8759 -9.2091 -3.4303 -0.77
H -3.9310 -1.4421 -3.6492 0.08
H -4.4236 -2.9087 -4.5258 0.29
H -2.7682 -2.7334 -3.8645 0.01
H -3.8187 -3.5399 -0.4635 0.36
H -3.0473 -2.2077 -0.9945 0.07
H -1.4225 -3.9207 -0.7642 -0.74
H -1.7235 -3.8126 -2.5285 -0.23
H -3.4342 -5.4748 -2.0839 0.40
H -0.6741 -6.2054 -1.9867 0.15
H -1.7028 -5.7531 -3.4165 0.33
H -2.2161 -8.2725 -1.6894 0.37
H -1.3828 -8.2565 -3.2966 0.38
H -4.7754 -9.1791 -4.0453 0.24
H -4.1068 -9.6308 -2.4521 0.31
H -3.1621 -9.8962 -3.8847 0.30
C 6.5554 -0.0396 -3.9761 -0.57
O 5.8148 1.0519 -4.5103 -0.33
C 4.8172 0.6706 -5.4072 -0.27
C 3.8901 1.9098 -5.5825 0.02
N 2.6866 1.6202 -6.3187 -0.43
C 1.6793 0.8406 -5.5828 2.00
C 0.4384 0.7490 -6.4976 -0.72
O 0.6036 -0.1496 -7.6067 -0.49
C 0.7803 -1.5066 -7.2748 -0.69
H 7.1786 -0.5212 -4.7295 0.33
H 5.9415 -0.8297 -3.5437 0.13
H 7.1508 0.3020 -3.1293 0.27
H 4.2722 -0.0457 -4.7924 0.04
H 5.0812 0.2683 -6.3853 0.30
H 4.3711 2.7184 -6.1328 0.52
H 3.6878 2.3593 -4.6103 -0.30
H 2.2792 2.5067 -6.5799 0.36
H 1.4390 1.4421 -4.7062 -1.07
H 2.0087 -0.1214 -5.1901 -0.22
H 0.1064 1.6933 -6.9291 0.18
H -0.3889 0.3518 -5.9094 0.44
H -0.0538 -1.8468 -6.6610 0.29
H 1.6779 -1.6697 -6.6784 0.24
H 0.7552 -2.1388 -8.1623 0.36
C -0.0383 4.8781 -5.2281 -0.92
O -1.0770 4.3503 -4.4221 -0.38
C -1.2610 2.9778 -4.5070 0.85
C -2.5987 2.5936 -3.9056 -1.46
N -2.8179 2.9857 -2.5081 0.29
C -4.0974 2.4808 -1.9238 -0.78
C -4.2570 2.8507 -0.4209 0.96
O -5.5705 2.5477 -0.0936 -0.50
C -5.9322 3.0249 1.1838 -0.62
H 0.1853 5.8872 -4.8818 0.32
H -0.3817 4.8195 -6.2610 0.41
H 0.9108 4.3489 -5.1432 0.21
H -0.5030 2.2900 -4.1320 -0.55
H -1.3374 2.7916 -5.5782 0.62
H -2.7550 1.5387 -4.1311 0.11
H -3.3953 3.1162 -4.4351 0.69
H -2.1007 2.5962 -1.9131 -0.66
H -4.0206 1.4056 -2.0850 0.22
H -4.9775 2.8020 -2.4808 0.44
H -4.0692 3.9189 -0.3127 0.07
H -3.5289 2.4406 0.2790 -0.41
H -5.5566 2.3894 1.9858 0.09
H -7.0163 2.9205 1.2283 0.36
H -5.6778 4.0653 1.3861 0.35
C -3.6028 -0.6311 2.0952 -0.46
O -3.6443 -0.2234 3.4536 0.08
C -4.5959 -0.9689 4.1997 -0.73
C -4.3716 -0.4971 5.6633 -0.81
N -4.7025 0.9149 5.9402 -0.40
C -3.9594 1.4256 7.0920 -0.48
C -4.2925 2.9286 7.1420 -0.75
O -3.8835 3.5734 5.9564 -0.14
C -3.9026 4.9541 6.0031 -0.92
H -4.0226 -1.6226 1.9257 0.69
H -2.5353 -0.6715 1.8784 -0.47
H -4.1462 0.1168 1.5177 0.21
H -4.3599 -2.0287 4.1037 0.44
H -5.6242 -0.8767 3.8503 0.36
H -3.3118 -0.5979 5.8973 0.38
H -4.8061 -1.1646 6.4075 0.41
H -4.4388 1.5003 5.1605 0.23
H -2.8982 1.2470 6.9188 0.30
H -4.3069 0.9851 8.0265 0.37
H -3.7303 3.3950 7.9511 0.42
H -5.3459 3.1289 7.3376 0.38
H -3.4879 5.4714 5.1379 0.16
H -3.3113 5.3706 6.8186 0.38
H -4.9324 5.2696 6.1707 0.39
C -2.7987 4.7269 1.9084 -1.20
O -1.8923 3.7086 1.7296 1.55
C -1.8728 2.6880 2.7787 -0.46
C -1.2792 3.1778 4.0430 -0.65
N 0.0800 3.7106 3.8216 1.25
C 0.4812 4.5493 4.8822 -0.90
C 1.9952 4.9705 5.0255 -0.65
O 2.2434 6.1631 4.2458 -0.11
C 3.1743 6.9807 4.9326 -0.87
H -2.7354 5.5200 2.6534 0.09
H -3.7601 4.2885 2.1759 0.06
H -2.9762 5.3318 1.0192 0.35
H -1.2985 1.8004 2.5131 -0.52
H -2.9021 2.3586 2.9203 -0.01
H -1.1836 2.4091 4.8099 0.81
H -1.9535 3.9377 4.4378 -0.29
H 0.7718 3.0391 3.5207 -0.41
H 0.2870 3.9887 5.7965 0.65
H -0.0531 5.4950 4.9736 0.20
H 2.6644 4.1749 4.6979 -0.09
H 2.1994 5.1757 6.0763 0.58
H 4.1835 6.5713 4.9783 0.31
H 2.8187 7.1776 5.9440 0.39
H 3.3162 7.8748 4.3256 0.22
C 5.7242 -3.6313 1.1655 -0.81
O 4.6173 -3.8000 0.2787 -0.40
C 4.3997 -2.6194 -0.4710 -0.94
C 2.9558 -2.6068 -1.1013 1.82
N 2.9259 -3.5445 -2.2531 -0.42
C 1.5874 -3.6530 -2.8590 0.91
C 1.4203 -4.6952 -3.9513 -1.08
O 0.2541 -4.4785 -4.7206 0.04
C 0.3298 -5.0699 -5.9639 -1.02
H 5.8990 -4.5655 1.6991 0.25
H 5.4450 -2.9240 1.9465 0.26
H 6.6805 -3.2620 0.7951 0.36
H 5.1464 -2.5773 -1.2639 0.43
H 4.5032 -1.7390 0.1632 0.49
H 2.7395 -1.5974 -1.4515 -0.42
H 2.2382 -2.9237 -0.3446 -0.98
H 3.1946 -4.4173 -1.8216 0.37
H 1.4164 -2.6640 -3.2842 -0.39
H 0.7722 -3.8417 -2.1605 -0.31
H 1.4883 -5.6775 -3.4838 0.33
H 2.2982 -4.6551 -4.5962 0.55
H -0.5832 -4.7229 -6.4476 0.26
H 0.3848 -6.1577 -5.9206 0.28
H 1.2008 -4.7099 -6.5114 0.39
```

The calculation puts the total energy at -107330.144 eV. The value obtained for the HOMO energy is -0.2707 hartree. For the orbital gap, the calculation gives 0.2381 Eh. Its largest force on an atom is 0.0540 hartree/bohr.